Computed, not measured: the molecule C14H27BrNO in a non-equilibrium geometry, with ωB97M-V with the def2-TZVPD basis set.

Positions of all 44 atoms, in Å:
C  -1.53118  -3.73473  2.27665
C  -0.22777  -2.98074  1.97863
C  0.34725  -3.31488  0.60663
C  -0.51684  -2.90084  -0.59576
C  -0.18704  -1.55736  -1.23396
C  -0.53116  -0.25249  -0.49794
Br  -2.28733  -0.41187  0.38110
C  -0.61961  0.84970  -1.54818
C  -0.63665  2.30739  -1.08071
C  -2.02114  2.77183  -0.58377
C  -0.25983  3.16369  -2.29452
N  0.34270  2.53943  0.03615
O  0.91424  3.67762  0.00521
C  1.26162  1.43415  0.42141
C  1.83091  1.78255  1.80072
C  2.44253  1.34741  -0.56507
C  0.51851  0.09852  0.57914
H  -2.40338  -3.14364  2.00395
H  -1.56077  -4.69326  1.76111
H  -1.60500  -3.92859  3.34603
H  -0.39451  -1.91133  2.10444
H  0.51143  -3.26583  2.73058
H  1.36299  -2.93099  0.48980
H  0.43773  -4.40365  0.56829
H  -1.57491  -2.97233  -0.34897
H  -0.34120  -3.64510  -1.37575
H  0.89107  -1.53249  -1.41579
H  -0.66230  -1.51617  -2.21665
H  -1.51986  0.68253  -2.13940
H  0.22073  0.70684  -2.23170
H  -2.09501  3.85080  -0.68966
H  -2.13496  2.52603  0.46878
H  -2.82002  2.27945  -1.13222
H  -0.46081  4.21444  -2.12422
H  0.77406  3.01227  -2.59635
H  -0.89259  2.83476  -3.12255
H  1.02068  1.84924  2.52669
H  2.31678  2.75382  1.76910
H  2.54376  1.02490  2.11958
H  2.94496  0.39445  -0.40249
H  3.15026  2.14163  -0.34427
H  2.13080  1.42160  -1.60304
H  1.28220  -0.67522  0.61458
H  0.03867  0.10645  1.55440

Results
energy relative to the best compared isomer or geometry (same formula, charge and spin) = 0.000 eV
multiplicity = 2
frontier orbital gap (spin up / spin down) = 8.888 / 9.983 eV

Computed, not measured: a cluster of 5 separate species, C14H27Cl3F3N3O5 in total in a non-equilibrium geometry, with ωB97M-V with the def2-TZVPD basis set.

Positions of all 55 atoms, in Å:
C  -1.00230  -5.06949  0.17881
O  -0.59918  -4.15726  -0.53412
N  -1.13561  -5.02118  1.52339
C  -1.41228  -6.22673  2.33824
C  -1.06218  -3.73010  2.32871
H  -1.38578  -6.04223  -0.16604
H  -2.47324  -6.31628  2.57159
H  -0.90616  -6.20892  3.30345
H  -1.18805  -7.18712  1.87408
H  -0.70884  -2.89577  1.72280
H  -2.05037  -3.50128  2.72774
H  -0.36072  -3.90441  3.14460
C  -2.66511  3.55005  -0.60061
O  -2.96344  4.08046  0.46952
N  -3.51231  2.76985  -1.32444
C  -2.98363  2.04910  -2.47222
C  -4.93628  2.46670  -1.08890
H  -1.64038  3.64313  -0.99234
H  -2.88543  1.03752  -2.07831
H  -2.10318  2.54211  -2.88437
H  -3.66562  2.12702  -3.31891
H  -5.65506  2.90708  -1.77993
H  -5.05467  1.38510  -1.02389
H  -5.17024  2.79152  -0.07508
C  4.86734  -3.78759  -1.88355
O  4.72067  -4.32153  -2.99034
N  3.86277  -3.19208  -1.23241
C  4.12100  -2.30723  -0.12253
C  2.52191  -3.15275  -1.82375
H  5.81997  -3.65619  -1.34740
H  4.07590  -1.27345  -0.46515
H  5.14552  -2.46141  0.21614
H  3.36355  -2.32892  0.66099
H  2.07979  -2.15703  -1.85796
H  2.40982  -3.63492  -2.79486
H  1.80700  -3.60370  -1.13553
C  -0.05787  4.38841  2.24444
C  0.64782  3.12757  2.68285
O  0.44679  1.99928  1.86965
C  1.07695  1.85912  0.68823
O  1.78937  2.65740  0.05007
C  0.89571  0.39703  0.11771
F  0.16805  -0.44493  0.85477
F  0.30514  0.47286  -1.09753
F  1.98997  -0.23543  0.00885
H  0.05215  5.08801  3.07301
H  -1.12785  4.18626  2.29333
H  0.27067  4.98062  1.39035
H  0.32140  2.83845  3.68183
H  1.71954  3.32621  2.69026
C  0.82581  5.93841  -1.85975
Cl  0.10745  6.95805  -0.63994
Cl  2.52620  6.42249  -2.27228
Cl  -0.09563  5.93154  -3.30189
H  0.86315  4.89661  -1.54139

Results
net charge = +1
multiplicity = 2
frontier orbital gap (spin up / spin down) = 6.957 / 2.069 eV

Computed, not measured: a structure of composition C14H27CrN2O in a non-equilibrium geometry, with ωB97M-V with the def2-TZVPD basis set.

Positions of all 45 atoms, in Å:
C  1.17042  -0.93456  1.57893
H  0.53477  -1.04398  2.46146
H  1.80319  -1.84894  1.47322
H  0.32615  -1.34649  0.86187
C  2.10821  0.25213  1.90427
H  2.20316  0.97223  1.06629
H  1.67736  0.80816  2.75387
C  3.54294  -0.24161  2.33523
H  4.19660  0.62960  2.55822
H  3.47971  -0.86914  3.25656
H  4.02331  -0.83517  1.51844
C  -0.92191  0.85322  -1.71891
C  0.49694  1.20047  -1.65940
C  1.24940  -0.03573  -1.67830
C  0.29361  -1.12004  -1.76834
C  -1.03113  -0.56465  -1.79766
C  -2.31482  -1.31138  -1.99335
C  0.61034  -2.58693  -1.89451
C  2.73113  -0.15179  -1.67965
C  1.01651  2.58894  -1.61883
C  -2.04304  1.82418  -1.83322
Cr  0.04328  0.11341  0.00783
H  -0.24758  -3.19546  -1.55813
H  0.83000  -2.93655  -2.91938
H  1.49855  -2.85091  -1.29463
H  -2.26789  -2.33933  -1.61658
H  -3.11395  -0.78490  -1.45771
H  -2.64912  -1.38247  -3.04264
H  -1.79996  2.75973  -1.31545
H  -2.24107  2.04756  -2.89213
H  -2.96525  1.43229  -1.38235
H  2.01696  2.64438  -1.16615
H  1.05977  2.96856  -2.64922
H  0.34986  3.23809  -1.02598
H  3.10062  -0.99039  -1.07477
H  3.09741  -0.28874  -2.70054
H  3.18461  0.76117  -1.28580
N  -4.04875  0.20882  2.21461
C  -2.77942  0.54381  2.55957
N  -2.45163  0.13421  3.80612
O  -1.96840  1.09960  1.79512
H  -4.69059  -0.12987  2.94241
H  -4.41242  0.54295  1.32378
H  -1.53242  0.39203  4.13396
H  -3.16547  -0.22653  4.47185

Results
net charge = +2
multiplicity = 4
frontier orbital gap (spin up / spin down) = 7.564 / 8.314 eV

Computed, not measured: a structure of composition C14H27CuNPSSi, with ωB97M-V with the def2-TZVPD basis set.

Positions of all 46 atoms, in Å:
Cu  -0.71961  -1.45663  -0.29996
C  2.82860  1.71308  -3.60666
Si  1.82344  2.58441  -2.30840
C  1.60400  4.36258  -2.84853
C  2.67545  2.56460  -0.65745
C  0.09587  1.86245  -2.12540
C  -1.02794  2.64958  -2.32701
C  -2.31734  2.16276  -2.10477
C  -2.43871  0.87783  -1.63301
N  -1.38562  0.07691  -1.44191
C  -0.13396  0.52331  -1.72466
S  1.12359  -0.66770  -1.50281
H  3.73750  2.28372  -3.81710
H  2.25981  1.62905  -4.53599
H  3.10760  0.70767  -3.28896
H  2.58608  4.80999  -3.02416
H  1.09007  4.97259  -2.10150
H  1.04458  4.42609  -3.78605
H  3.56664  3.19733  -0.67210
H  2.96899  1.54613  -0.39431
H  2.00584  2.93944  0.12024
H  -0.91059  3.67506  -2.65824
H  -3.19281  2.77383  -2.27140
H  -3.40572  0.45548  -1.38549
C  -2.75301  -0.36577  2.55859
C  -1.38398  -0.91535  2.95381
P  -0.74732  -2.17129  1.78305
C  0.87751  -2.59443  2.50601
C  1.92438  -1.49252  2.35094
C  -1.74125  -3.66017  2.17736
C  -1.54694  -4.78567  1.16207
H  -3.03786  0.47107  3.19672
H  -3.53152  -1.12525  2.64665
H  -2.74658  -0.01316  1.52552
H  -1.40536  -1.35318  3.95630
H  -0.64880  -0.10799  2.97236
H  1.21140  -3.50965  2.01132
H  0.71561  -2.83969  3.56013
H  1.99412  -1.15332  1.31579
H  2.90523  -1.85120  2.66410
H  1.68156  -0.62545  2.96759
H  -2.78887  -3.35322  2.20642
H  -1.47637  -3.99677  3.18387
H  -1.76136  -4.44060  0.14947
H  -2.20522  -5.62791  1.37647
H  -0.52115  -5.15807  1.17109

Results
frontier orbital gap = 7.959 eV

Computed, not measured: the ion C14H27N2 with charge +1 in a non-equilibrium geometry, with ωB97M-V with the def2-TZVPD basis set.

Positions of all 43 atoms, in Å:
C  0.27444  -1.69085  1.24839
N  -1.10174  -1.24750  1.13082
C  -1.33936  0.19660  1.17198
C  -1.75826  -2.01512  0.03342
C  -2.97425  -2.67742  0.55568
C  -3.16422  -3.12198  2.03019
C  -3.81103  -4.46741  2.41864
C  -4.63506  -5.11401  1.31809
C  -3.90127  -5.07069  -0.01702
C  -3.36326  -3.73377  -0.42346
N  -3.03204  -3.57247  -1.71110
C  -2.83291  -4.76460  -2.57948
C  -1.99813  -4.41691  -3.80481
C  -2.39444  -3.13134  -4.50076
C  -2.56082  -1.99628  -3.53381
C  -3.53898  -2.38656  -2.42962
H  0.79499  -1.23958  2.08453
H  0.23302  -2.76789  1.42091
H  0.77245  -1.54348  0.25861
H  -0.70409  0.66668  1.93227
H  -1.16113  0.64606  0.17151
H  -2.35807  0.42382  1.48098
H  -1.81295  -1.39147  -0.91171
H  -1.07420  -2.83057  -0.16798
H  -3.35617  -1.64583  0.34743
H  -2.25685  -2.94734  2.60479
H  -3.88758  -2.37904  2.39369
H  -3.09677  -5.21084  2.79436
H  -4.47953  -4.27855  3.26151
H  -4.85266  -6.17057  1.53217
H  -5.62556  -4.63119  1.23525
H  -4.51594  -5.51696  -0.82094
H  -3.00240  -5.72033  0.13977
H  -3.82938  -5.16243  -2.83339
H  -2.30836  -5.52518  -1.98903
H  -2.08330  -5.26896  -4.49689
H  -0.95879  -4.40156  -3.47901
H  -1.64259  -2.89056  -5.25161
H  -3.33186  -3.29436  -5.02950
H  -1.62513  -1.70891  -3.06706
H  -2.92878  -1.10796  -4.03412
H  -4.52276  -2.66183  -2.88562
H  -3.73822  -1.53879  -1.74186

Results
energy relative to the best compared isomer or geometry (same formula, charge and spin) = 0.000 eV
net charge = +1
SMILES string = CN(C)C[C@@H]1CCCCC1=[N+]1CCCCC1
frontier orbital gap = 7.366 eV

Electronic energy (computed, eV): -88534.7186; -75373.0211; -48389.2827; -89090.2022; -17927.9541